The following is a DFT calculation (the ωB97M-V functional and the def2-TZVPD basis) of a 13-piece molecular cluster, C40H90F21N7O21P overall at a distorted geometry.

Last column: Löwdin charge in e.
Cartesian coordinates (Å):
1 C 2.2089 -3.3847 1.1678  -0.041
2 C 2.4798 -4.3019 2.3779  -0.406
3 C 3.9506 -4.7755 2.3118  -0.174
4 O 4.4235 -5.7483 3.2716  -0.200
5 C 3.7346 -6.9910 3.2092  -0.111
6 N 2.2359 -3.6739 3.6644  0.065
7 H 1.2633 -3.6100 3.8633  0.070
8 H 2.5357 -4.2491 4.4136  0.080
9 H 3.1037 -2.1871 4.3436  0.086
10 H 1.1742 -3.0924 1.1138  0.043
11 H 2.3701 -3.8208 0.0741  0.124
12 H 2.8810 -2.5210 1.2469  0.063
13 H 1.8047 -5.1925 2.3493  0.125
14 H 4.5694 -3.9160 2.5030  0.102
15 H 4.1665 -5.2355 1.3524  0.115
16 H 2.6581 -6.9013 3.3755  0.067
17 H 4.1403 -7.6333 3.9851  0.079
18 H 3.9226 -7.3908 2.1894  0.089
19 C -0.1796 5.8846 0.4931  -0.051
20 C 1.1135 5.9630 1.2019  -0.391
21 C 2.1330 4.9680 0.5439  -0.197
22 O 3.4308 5.4746 0.8538  -0.205
23 C 4.3224 4.7811 -0.0894  -0.071
24 N 1.6892 7.3713 1.2149  0.051
25 H 2.0324 7.5076 0.2751  0.080
26 H 1.0680 8.7219 2.4616  0.046
27 H 2.5253 7.3476 1.7901  0.075
28 H -0.0592 6.4075 -0.4593  0.086
29 H -0.9795 6.3230 0.9860  0.043
30 H -0.4661 4.8273 0.2047  0.118
31 H 1.1919 5.6856 2.2047  0.101
32 H 2.0500 4.9752 -0.5609  0.126
33 H 1.9095 4.0136 0.9856  0.127
34 H 4.2498 5.2131 -1.1154  0.093
35 H 3.9142 3.7761 -0.2439  0.061
36 H 5.3560 4.7709 0.1915  0.076
37 C 0.8119 2.9409 -4.3673  -0.043
38 C 1.7269 1.8935 -4.9563  -0.373
39 C 3.1433 2.5398 -5.1680  -0.116
40 O 3.9293 1.8328 -6.2258  -0.195
41 C 3.5155 2.2424 -7.5362  -0.135
42 N 1.8916 0.7488 -3.9954  0.074
43 H 2.5988 0.9478 -3.3014  0.058
44 H 1.0324 0.6708 -3.4717  0.087
45 H 2.0148 -0.7835 -4.7328  0.053
46 H 1.4558 3.3106 -3.5835  0.085
47 H -0.0503 2.4356 -4.1006  0.047
48 H 0.5583 3.7108 -5.0691  0.076
49 H 1.3322 1.4980 -5.9000  0.117
50 H 3.6425 2.5636 -4.1545  0.120
51 H 3.1418 3.5117 -5.6224  0.099
52 H 4.0162 3.1630 -7.8671  0.081
53 H 2.4501 2.3081 -7.6563  0.059
54 H 3.7568 1.4789 -8.2798  0.079
55 C -2.0376 -2.3639 -2.0011  -0.046
56 C -1.9423 -1.7007 -0.6595  -0.419
57 C -0.6284 -0.9787 -0.2568  -0.228
58 O -0.7118 -0.8484 1.0970  -0.222
59 C -0.0269 0.2476 1.6787  -0.055
60 N -2.9843 -0.6743 -0.5524  0.065
61 H -3.9298 -1.1273 -0.5545  0.117
62 H -2.8524 -0.2091 0.3047  0.054
63 H -2.9395 0.2595 -2.1832  0.068
64 H -1.1903 -3.0936 -2.1185  0.085
65 H -1.8754 -1.6420 -2.8233  0.079
66 H -2.9206 -3.0108 -2.0904  0.079
67 H -2.0182 -2.3741 0.2154  0.106
68 H -0.5558 0.0013 -0.7519  0.129
69 H 0.2556 -1.6330 -0.5298  0.133
70 H 0.7009 0.6655 0.9857  0.086
71 H 0.4467 -0.2092 2.5851  0.100
72 H -0.7781 0.9711 1.9795  0.082
73 C -4.9551 -1.7852 3.3772  -0.032
74 C -3.8727 -2.8383 3.7207  -0.407
75 C -4.5484 -4.1695 3.9768  -0.203
76 O -5.1247 -4.3597 5.2869  -0.184
77 C -4.1927 -4.9375 6.1363  -0.155
78 N -3.0207 -3.0224 2.5540  0.049
79 H -2.7072 -2.0944 2.2943  0.081
80 H -2.2195 -3.6178 2.8392  0.089
81 H -3.8389 -3.4888 1.1356  0.057
82 H -4.5571 -0.7668 3.4997  0.081
83 H -5.8685 -2.0248 3.9191  0.075
84 H -5.1597 -1.9769 2.2947  0.081
85 H -3.2998 -2.4599 4.6150  0.157
86 H -3.7798 -4.9044 3.7622  0.095
87 H -5.3760 -4.3674 3.3572  0.107
88 H -3.8490 -5.9277 5.6335  0.103
89 H -4.7317 -5.1405 7.0322  0.057
90 H -3.2589 -4.3126 6.3861  0.106
91 P -4.0329 3.4461 2.0412  0.053
92 F -3.6819 4.3425 0.7079  -0.188
93 F -5.6031 3.4531 1.6125  -0.178
94 F -3.7773 2.0677 1.2274  -0.183
95 F -4.2748 2.4708 3.3122  -0.179
96 F -2.4946 3.4615 2.4363  -0.162
97 F -4.3280 4.6741 2.8892  -0.105
98 C -4.3987 -5.0700 0.1226  -0.332
99 O -3.7739 -5.5586 -1.0812  -0.079
100 O -4.3509 -3.7161 0.2779  0.000
101 C -5.8934 -5.4751 -0.1326  -0.531
102 F -6.4358 -4.9919 -1.2487  0.150
103 F -6.1638 -6.8790 -0.1861  0.055
104 F -6.6381 -4.9571 0.7942  0.168
105 C -2.4387 -5.8660 -0.8006  -0.279
106 C -1.6566 -6.2547 -2.0620  -0.070
107 H -1.9822 -7.1917 -2.5929  0.083
108 H -1.6950 -5.5061 -2.8794  0.071
109 H -0.6210 -6.3223 -1.7815  0.062
110 H -2.3132 -6.6201 -0.0545  0.109
111 H -1.9913 -4.9387 -0.3377  0.127
112 H -4.0505 -5.6558 1.0344  0.186
113 C -3.7276 1.5205 -3.5137  -0.395
114 O -4.9833 1.3392 -3.0448  -0.069
115 O -2.7032 1.0876 -2.6983  0.001
116 C -3.6810 0.8121 -4.9023  -0.506
117 F -3.5346 -0.5359 -4.7328  0.109
118 F -4.8326 0.8856 -5.6460  0.098
119 F -2.7285 1.1718 -5.7587  0.139
120 C -5.4622 2.0160 -1.8808  -0.217
121 C -6.7556 1.4084 -1.4155  -0.069
122 H -6.6932 0.4076 -1.2109  0.038
123 H -7.1016 1.9622 -0.5347  0.080
124 H -7.6160 1.5709 -2.1388  0.092
125 H -5.6001 3.1192 -2.0775  0.143
126 H -4.6940 1.7939 -1.1015  0.116
127 H -3.4342 2.5995 -3.7678  0.184
128 C 4.5365 -0.8889 3.9609  -0.330
129 O 5.3344 -1.6467 2.9884  -0.078
130 O 3.7507 -1.5969 4.8652  0.013
131 C 5.4900 -0.1763 4.8368  -0.526
132 F 6.3125 -1.1308 5.3919  0.112
133 F 6.2816 0.7258 4.2326  0.149
134 F 4.8673 0.4010 5.9113  0.121
135 C 5.3722 -0.8247 1.7742  -0.277
136 C 6.0279 -1.5892 0.6961  -0.091
137 H 6.2340 -1.0138 -0.1916  0.066
138 H 6.9917 -1.9216 1.1352  0.085
139 H 5.5097 -2.5529 0.3960  0.089
140 H 5.8891 0.1320 1.9657  0.116
141 H 4.3251 -0.5414 1.3606  0.141
142 H 3.9573 -0.2140 3.4231  0.135
143 C 2.7442 -1.7720 -6.1492  -0.374
144 O 2.2689 -0.9713 -7.1824  -0.067
145 O 1.9477 -1.7090 -5.0907  0.056
146 C 2.9645 -3.2788 -6.6273  -0.505
147 F 1.8084 -3.9769 -6.5413  0.133
148 F 3.3317 -3.4120 -7.9564  0.090
149 F 3.9364 -3.8350 -5.9378  0.170
150 C 1.2386 -1.3990 -7.9994  -0.302
151 C 0.6151 -0.1967 -8.5505  -0.078
152 H 0.0558 0.2945 -7.7890  0.065
153 H 1.3179 0.5479 -8.8944  0.065
154 H -0.0403 -0.3657 -9.4104  0.083
155 H 0.5266 -2.0732 -7.5546  0.128
156 H 1.6806 -1.9043 -8.8743  0.118
157 H 3.6815 -1.2875 -6.0443  0.157
158 C 1.1262 8.5852 4.3312  -0.374
159 O -0.1986 8.2905 4.8184  -0.060
160 O 1.1024 9.3591 3.1971  0.041
161 C 1.7725 9.1791 5.5353  -0.546
162 F 2.0466 8.2195 6.4598  0.130
163 F 3.0002 9.5789 5.1381  0.125
164 F 1.1478 10.2008 6.1575  0.153
165 C -0.7887 7.3481 3.8501  -0.233
166 C -1.8846 6.5884 4.4671  -0.067
167 H -2.3536 5.8267 3.8048  0.081
168 H -1.5183 6.0166 5.3067  0.078
169 H -2.6803 7.0971 4.9917  0.075
170 H -0.0696 6.6534 3.5723  0.074
171 H -1.1355 7.9771 2.9879  0.141
172 H 1.7398 7.6882 4.1600  0.166
173 N 4.9844 1.6585 -1.4786  -0.581
174 O 3.7709 1.2901 -1.3563  -0.101
175 O 5.3968 1.8623 -2.6453  -0.074
176 O 5.7747 1.8157 -0.4652  -0.094
177 N -0.8948 -5.8844 4.5542  -0.597
178 O -1.5889 -6.9501 4.8190  -0.102
179 O 0.3384 -5.9694 4.4886  -0.054
180 O -1.4455 -4.8107 4.3795  -0.055

Output
Largest force on an atom: 0.07427 Eh/bohr
Total charge: -3
Lowest unoccupied orbital energy: 4.783 eV
DFT total energy: -162723.189 eV
Frontier orbital gap: 8.07 eV

***

The following is a DFT calculation (the ωB97M-V functional and the def2-TZVPD basis) of an isolated molecule of C21H20O6 at a distorted geometry.

Last column: natural (NBO) charge in e.
Cartesian coordinates (Å):
1 C -4.9590 -0.8305 1.5079  -0.667
2 C -4.1041 -0.0518 0.5780  0.353
3 C -3.4565 -0.4135 -0.5788  -0.171
4 C -2.7879 0.7466 -1.0346  -0.199
5 C -3.0832 1.7412 -0.1400  0.097
6 C -2.6542 3.1445 -0.0985  0.745
7 O -1.9339 3.6343 -0.9256  -0.556
8 O -3.1271 3.8499 0.9433  -0.662
9 H -3.6841 3.3051 1.5183  0.494
10 O -3.8911 1.2501 0.8413  -0.415
11 H -2.1698 0.8468 -1.9023  0.248
12 C -3.3308 -1.7867 -1.1599  -0.077
13 O -2.3056 -2.5120 -0.4899  -0.517
14 C -1.0695 -1.8999 -0.5123  0.314
15 C -0.4162 -1.6397 -1.7192  -0.284
16 C 0.8073 -1.0169 -1.7347  -0.165
17 C 1.4286 -0.6261 -0.5425  -0.157
18 C 0.7755 -0.9233 0.6615  0.403
19 C -0.4745 -1.5537 0.6952  -0.105
20 C -1.1281 -1.8251 2.0131  -0.637
21 H -0.4709 -2.4271 2.6374  0.233
22 H -1.3082 -0.8885 2.5390  0.226
23 H -2.0661 -2.3505 1.8639  0.228
24 O 1.3111 -0.6007 1.8611  -0.473
25 C 2.5258 0.0103 1.9732  0.757
26 O 2.9390 0.2407 3.0850  -0.572
27 C 3.2299 0.3420 0.7401  -0.136
28 C 2.6994 0.0582 -0.4741  0.088
29 C 3.4054 0.4250 -1.7476  -0.443
30 C 4.5604 1.3966 -1.5210  -0.390
31 C 5.4023 0.9435 -0.3351  -0.393
32 C 4.5557 1.0155 0.9282  -0.426
33 H 5.0621 0.5527 1.7778  0.239
34 H 4.3777 2.0601 1.2020  0.219
35 H 6.2843 1.5760 -0.2281  0.214
36 H 5.7386 -0.0828 -0.4970  0.197
37 H 5.1682 1.4556 -2.4255  0.211
38 H 4.1628 2.3928 -1.3175  0.202
39 H 2.6886 0.8697 -2.4409  0.225
40 H 3.7811 -0.4957 -2.2064  0.220
41 H 1.2929 -0.8329 -2.6789  0.218
42 H -0.8785 -1.9406 -2.6470  0.220
43 H -3.1267 -1.7157 -2.2347  0.185
44 H -4.2390 -2.3732 -1.0070  0.206
45 H -6.0125 -0.6082 1.3351  0.233
46 H -4.7241 -0.5688 2.5375  0.238
47 H -4.7949 -1.8931 1.3597  0.236

Output
Largest force on an atom: 0.02341 Eh/bohr
SMILES: Cc1oc(C(=O)O)cc1COc1ccc2c3c(c(=O)oc2c1C)CCCC3
Lowest unoccupied orbital energy: 0.256 eV
DFT total energy: -34387.359 eV
Frontier orbital gap: 8.71 eV
Relative energy (zero: lowest compared OMol25 entry of this formula, charge and spin): 0.0 kcal/mol

***

The following is a DFT calculation (the ωB97M-V functional and the def2-TZVPD basis) of an isolated molecule of C4H11NS2 at a distorted geometry.

Last column: natural (NBO) charge in e.
Cartesian coordinates (Å):
1 N -2.5320 -0.3743 0.3585  -0.821
2 C -1.9338 0.5577 -0.6070  -0.064
3 C -2.5377 1.9586 -0.4813  -0.627
4 C -0.4195 0.6353 -0.3725  -0.513
5 S 0.3573 -1.0163 -0.5288  0.075
6 S 2.2505 -0.8729 0.3346  0.087
7 C 2.3284 0.6698 1.2363  -0.765
8 H -2.6407 0.1290 1.2274  0.345
9 H -3.4785 -0.6176 0.0961  0.357
10 H -2.0399 0.1647 -1.6210  0.195
11 H -2.1773 2.4840 0.4026  0.208
12 H -2.2122 2.6152 -1.3010  0.211
13 H -3.6121 1.8454 -0.5983  0.217
14 H 0.0232 1.2589 -1.1482  0.215
15 H -0.2246 1.0473 0.6057  0.207
16 H 1.6864 0.6932 2.1117  0.214
17 H 2.1696 1.5807 0.6572  0.218
18 H 3.3760 0.7754 1.5229  0.241

Output
Largest force on an atom: 0.02866 Eh/bohr
SMILES: CSSC[C@H](C)N
Lowest unoccupied orbital energy: 0.778 eV
DFT total energy: -27486.529 eV
Frontier orbital gap: 8.26 eV
Relative energy (zero: lowest compared OMol25 entry of this formula, charge and spin): 17.0 kcal/mol

***

The following is a DFT calculation (the ωB97M-V functional and the def2-TZVPD basis) of a 2-piece molecular cluster, CH5F2N2 overall at a distorted geometry.

Last column: natural (NBO) charge in e.
Cartesian coordinates (Å):
1 C -1.3705 0.3680 0.4922  0.154
2 N 2.3764 -0.0866 0.4103  0.154
3 N -1.7367 -0.2732 -0.5661  -0.605
4 F 2.4084 0.8968 -0.5584  -0.225
5 F 1.4553 -0.9708 -0.0485  -0.257
6 H -2.1220 0.5950 1.2958  0.239
7 H -0.3842 0.9154 0.6129  0.260
8 H 3.1625 -0.6397 0.3146  0.335
9 H -2.7827 -0.4494 -0.6312  0.472
10 H -1.0066 -0.3556 -1.3216  0.472

Output
Largest force on an atom: 0.06476 Eh/bohr
Total charge: +1
Lowest unoccupied orbital energy: -5.880 eV
DFT total energy: -9521.304 eV
Frontier orbital gap: 9.07 eV
Relative energy (zero: lowest compared OMol25 entry of this formula, charge and spin): 13.6 kcal/mol

***

The following is a DFT calculation (the ωB97M-V functional and the def2-TZVPD basis) of a 12-piece molecular cluster, C4H32NO13 overall at a distorted geometry.

Last column: natural (NBO) charge in e.
Cartesian coordinates (Å):
1 C 0.0350 -0.9851 0.7116  -0.224
2 C -1.1631 -1.5215 1.4875  -0.412
3 C -1.3412 -3.0540 1.4542  -0.528
4 C -1.3774 -3.6051 0.0598  0.812
5 O -2.6146 -3.6784 -0.4221  -0.661
6 O -0.4207 -3.9255 -0.6196  -0.644
7 N 1.3266 -1.3223 1.4186  -0.733
8 H 0.1046 -1.4131 -0.2868  0.220
9 H 0.0114 0.1015 0.6164  0.235
10 H -2.0652 -1.0714 1.0630  0.243
11 H -1.1259 -1.1911 2.5323  0.237
12 H -2.2768 -3.3021 1.9844  0.260
13 H -0.5105 -3.5200 2.0428  0.237
14 H -2.6269 -4.0506 -1.3216  0.509
15 H 2.1243 -1.0298 0.8235  0.451
16 H 1.4356 -0.8584 2.3513  0.466
17 H 1.4091 -2.3517 1.5172  0.459
18 H -1.2046 -1.2747 -3.4164  0.481
19 H -0.4602 0.0596 -3.6560  0.506
20 O -1.3333 -0.3673 -3.7289  -0.951
21 H 1.3049 0.1483 4.6356  0.497
22 H 1.3790 1.1257 3.4379  0.516
23 O 1.5191 0.1868 3.6985  -0.995
24 H 1.6333 3.1184 -0.3027  0.509
25 H 2.6534 2.0244 0.0555  0.503
26 O 2.2390 2.8227 0.4157  -1.009
27 H -2.2843 0.5238 -2.6357  0.509
28 H -3.5483 0.3964 -1.7082  0.483
29 O -2.7974 0.9585 -1.9113  -1.001
30 H -0.6057 2.4401 2.2400  0.506
31 H -2.1174 2.8427 2.3997  0.487
32 O -1.5194 2.2497 1.9340  -0.991
33 H 1.2694 -4.0968 0.1217  0.510
34 H 2.2958 -4.7728 1.0208  0.496
35 O 1.9483 -3.9018 0.7924  -0.992
36 H 1.7521 1.4504 -3.9398  0.495
37 H 1.0250 2.0093 -2.6145  0.522
38 O 1.3637 1.2017 -3.0956  -1.019
39 H 1.4754 2.8523 1.9192  0.526
40 H 1.2567 3.5215 3.2720  0.500
41 O 0.9725 2.7486 2.7658  -1.009
42 H 3.8568 0.1590 -1.4455  0.486
43 H 2.4248 0.5966 -1.8758  0.509
44 O 2.9697 0.3148 -1.1030  -1.019
45 H -0.3591 3.1967 -1.3319  0.522
46 H 0.7002 4.2342 -2.0597  0.501
47 O 0.6118 3.3576 -1.6752  -1.037
48 H -1.6915 2.8335 0.2832  0.506
49 H -2.2187 2.3713 -1.1014  0.516
50 O -1.7221 3.1058 -0.6654  -0.992

Output
Largest force on an atom: 0.02643 Eh/bohr
Total charge: +1
Lowest unoccupied orbital energy: -2.277 eV
DFT total energy: -32773.290 eV
Frontier orbital gap: 11.46 eV
Relative energy (zero: lowest compared OMol25 entry of this formula, charge and spin): 0.0 kcal/mol

***

The following is a DFT calculation (the ωB97M-V functional and the def2-TZVPD basis) of a 2-piece molecular cluster, C4H12O overall at a distorted geometry.

Last column: natural (NBO) charge in e.
Cartesian coordinates (Å):
1 C -1.1596 0.3895 1.2320  -0.634
2 C 0.3459 0.1560 0.9208  -0.229
3 C 1.2595 0.8206 1.9003  -0.597
4 C 0.7137 -1.3243 1.0914  -0.604
5 H -1.3234 1.2608 1.8081  0.205
6 H -1.4508 0.6900 0.1388  0.232
7 H -1.4508 -0.4294 1.9097  0.225
8 H 0.6195 0.3962 -0.0220  0.185
9 H 2.2512 1.0333 1.4261  0.212
10 H 1.3234 0.1634 2.7730  0.196
11 H 0.8224 1.7689 2.3302  0.200
12 H 0.8118 -1.5010 2.1188  0.194
13 H -0.0490 -1.9502 0.6702  0.203
14 H 1.7222 -1.7326 0.8020  0.211
15 H -0.3949 -0.1396 -5.0279  0.457
16 H -0.6959 -0.1310 -3.6084  0.461
17 O -1.1429 0.0400 -4.5232  -0.918

Output
Largest force on an atom: 0.08186 Eh/bohr
SMILES: CC(C)C.O
Lowest unoccupied orbital energy: 0.598 eV
DFT total energy: -6388.495 eV
Frontier orbital gap: 11.49 eV
Relative energy (zero: lowest compared OMol25 entry of this formula, charge and spin): 37.5 kcal/mol

***

> Among the records above, which one has the lowest frontier orbital gap?

C40H90F21N7O21P

***

> Look up the largest force on an atom of the first one.

0.07427 Eh/bohr

***

> Number 5 is which compound?

C4H32NO13

***

> What is the DFT total energy in the third record?

-27486.529 eV